[1]
This record from the Open Molecules 2025 dataset describes a 3-piece molecular cluster, C11H25BN2O9P2S overall at a distorted geometry. The level of theory is ωB97M-V/def2-TZVPD.

Structure (XYZ):
```
51
Properties=species:S:1:pos:R:3:forces:R:3:nbo_charge:R:1
O -2.615139 -4.844962 -2.219782 1.204 0.968 -0.326 -0.557
C -1.666190 -4.104804 -2.392438 -1.201 -1.149 0.919 0.797
O -1.471674 -3.354467 -3.466498 0.036 -0.180 -0.266 -0.478
C -0.343067 -2.404138 -3.306832 -1.291 -0.872 0.716 0.139
C -1.056248 -1.111939 -2.996388 1.169 0.256 -0.321 -0.876
P -0.076259 0.409040 -2.870853 -0.925 1.696 -0.525 2.360
O -0.706106 1.456589 -3.675676 -0.192 0.087 -0.378 -1.105
O -0.063579 0.853409 -1.338824 -0.043 -0.408 -0.019 -1.000
O 1.423423 0.158682 -3.331264 0.111 -0.691 0.570 -1.008
C 0.500308 -3.117832 -2.254951 0.615 0.093 -0.242 -0.607
B 1.747435 -2.412566 -1.553380 0.330 0.152 -0.122 1.155
O 1.658338 -1.248869 -0.855676 -0.817 -0.224 0.141 -0.915
O 2.979291 -3.022271 -1.634147 -0.485 -0.026 0.709 -0.871
C -0.503689 -3.928246 -1.408662 0.986 0.534 -0.153 -0.653
P -0.878888 -3.265728 0.239636 -1.032 0.866 0.220 0.910
S -1.854069 -1.582525 0.347519 -0.005 0.062 0.095 -0.610
H 0.146911 -2.454058 -4.264684 0.225 0.525 -0.268 0.222
H -1.669849 -1.185715 -2.108322 -0.035 -0.207 0.216 0.274
H -1.722615 -0.923333 -3.823974 -0.216 0.185 -0.280 0.281
H -0.388301 0.138608 -0.772051 0.119 -0.123 0.368 0.518
H 2.026424 0.476824 -2.637868 0.256 0.203 0.020 0.546
H 0.976536 -3.901813 -2.841178 0.127 -0.164 -0.233 0.227
H 2.043467 -1.291008 0.019387 0.620 0.341 0.080 0.514
H 2.841660 -3.968246 -1.686661 0.409 -0.358 -0.500 0.486
H 0.019668 -4.857350 -1.207558 -0.489 -0.597 0.087 0.264
H -1.585873 -4.281228 0.896621 0.290 -0.242 -0.076 0.005
H 0.358429 -3.194676 0.902772 0.087 -0.400 -0.165 -0.022
C 3.687474 4.281416 -1.570217 0.010 -0.059 -0.015 -0.720
C 2.686328 3.275909 -1.054408 -0.175 0.070 0.009 0.693
O 2.673854 2.116021 -1.434191 0.282 -0.346 -0.216 -0.670
N 1.777133 3.699114 -0.145712 0.154 0.107 0.057 -0.607
C 1.624728 5.023099 0.426687 -0.207 -0.319 0.032 -0.411
H 4.335750 3.787513 -2.286148 -0.024 -0.070 -0.008 0.245
H 3.179197 5.107243 -2.068244 0.031 0.059 0.054 0.231
H 4.296656 4.670865 -0.753920 -0.025 0.091 -0.018 0.225
H 1.134616 2.976492 0.140604 -0.085 -0.011 -0.071 0.411
H 1.731429 4.973062 1.511697 0.035 0.110 0.002 0.196
H 0.633229 5.414148 0.193661 0.039 0.107 0.006 0.202
H 2.370310 5.704493 0.033409 0.033 -0.001 -0.029 0.210
C -1.315022 0.770960 5.675282 0.037 -0.023 -0.015 -0.721
C -1.685094 -0.202217 4.579519 -0.023 -0.051 -0.075 0.677
O -0.916058 -1.068437 4.197473 0.111 -0.040 0.046 -0.637
N -2.919613 -0.079617 4.026532 0.032 0.067 0.127 -0.616
C -3.959967 0.878716 4.350256 0.016 -0.297 -0.281 -0.411
H -0.308418 0.545457 6.011147 0.024 -0.061 -0.041 0.243
H -1.340898 1.796206 5.304670 -0.066 0.030 0.070 0.224
H -1.997085 0.676116 6.520685 -0.024 0.095 -0.001 0.225
H -3.101394 -0.755433 3.299930 0.008 0.019 -0.058 0.409
H -4.860080 0.354023 4.674795 -0.034 0.096 0.068 0.198
H -4.206934 1.469977 3.466976 -0.037 0.093 0.068 0.200
H -3.640482 1.547492 5.141248 0.032 0.003 0.022 0.209
```
Positions in Å, forces in eV/Å.

Calculated values
energy above the lowest of the compared OMol25 structures with the same formula, charge and spin	0.648	eV
SMILES string	O=C1O[C@@H](CP(=O)(O)O)[C@@H](B(O)O)[C@H]1[PH2]=S.CNC(C)=O.CNC(C)=O
orbital gap	0.3355	hartree



[2]
This record from the Open Molecules 2025 dataset describes C11H25CdN5O8 as an isolated structure at a distorted geometry. The level of theory is ωB97M-V/def2-TZVPD.

Structure (XYZ):
```
50
Properties=species:S:1:pos:R:3:forces:R:3:nbo_charge:R:1
O 0.440976 -0.862498 -3.911590 1.076 -0.593 -1.193 -0.960
H 0.268329 -1.173728 -4.816851 0.172 0.190 0.379 0.479
Cd 0.215473 0.339631 -0.809252 -0.574 0.531 0.508 1.672
N 1.387373 -1.735479 -1.315992 1.688 1.526 0.491 -0.052
N -0.861785 -1.912946 -0.007501 -2.146 -0.056 1.492 0.073
N 0.283295 2.822785 -0.622801 -1.912 -0.199 1.654 -0.092
N -1.368237 1.268049 0.764575 0.154 2.843 0.501 -0.259
O 2.518421 -1.618247 -1.847838 -1.627 -0.881 0.098 -0.371
O 1.065821 3.528090 -1.321162 0.781 0.346 -0.728 -0.595
O -2.061597 0.518748 1.665497 -0.790 -1.877 0.283 -0.624
O -1.738028 -1.988481 0.913319 1.904 -0.502 -1.772 -0.388
C -0.413692 -3.075450 -0.553285 1.702 -0.278 -0.841 0.121
C 0.776940 -2.965388 -1.326463 -1.671 -0.243 0.204 0.185
C -0.477650 3.398229 0.305985 0.909 -0.183 -1.212 -0.015
C -1.415900 2.562144 1.032501 1.019 -2.048 -0.897 0.232
C 1.377378 -4.051931 -2.137147 0.108 -0.446 0.147 -0.682
H 1.317963 -3.802985 -3.207073 0.077 0.059 0.300 0.249
H 0.854171 -4.995266 -1.977219 0.160 0.102 -0.108 0.221
H 2.435965 -4.169326 -1.873152 -0.204 0.032 -0.179 0.251
C -1.159065 -4.350364 -0.356248 -0.140 -0.157 -0.003 -0.673
H -2.034360 -4.383763 -1.019016 0.123 -0.009 0.183 0.244
H -1.513741 -4.411728 0.676564 0.009 0.011 -0.170 0.247
H -0.527344 -5.212650 -0.579175 -0.177 0.141 0.099 0.224
C -0.268364 4.834136 0.622411 -0.221 0.602 0.221 -0.666
C -2.285479 3.161422 2.083948 -0.173 -0.264 0.177 -0.684
H 0.238795 5.311343 -0.225026 -0.124 -0.096 0.304 0.253
H 0.349070 4.960241 1.526336 0.060 -0.019 -0.242 0.203
H -1.202425 5.363121 0.837324 0.029 -0.016 -0.150 0.199
H -2.961301 2.390538 2.448504 -0.081 0.193 0.073 0.242
H -2.859680 4.001440 1.674998 0.180 -0.152 0.121 0.231
H -1.680163 3.525300 2.922870 -0.098 0.061 -0.131 0.219
H 1.354208 2.232851 -2.316683 0.056 0.193 0.359 0.516
H -1.958126 -0.424042 1.319173 -0.339 1.211 0.539 0.493
C -1.455189 0.009127 -2.302280 -0.936 -0.363 0.142 -1.053
H -1.289120 -0.892163 -2.873524 0.002 -0.101 0.258 0.195
H -1.454443 0.877464 -2.954817 -0.051 0.149 0.073 0.191
H -2.366290 -0.074588 -1.702235 0.122 0.280 0.058 0.186
O 1.368960 1.247376 -2.473415 0.665 -0.011 -1.553 -1.041
H 1.397452 -0.999504 -3.766034 -0.380 0.063 -0.113 0.489
H 0.908128 1.048385 -3.311267 0.231 0.157 0.631 0.496
N 0.934653 -0.554142 3.874252 -0.011 -0.270 1.464 -0.706
C 2.074744 0.233955 3.302076 -0.193 -0.107 0.163 -0.336
C 1.675603 0.439718 1.848287 -0.351 0.887 -2.347 0.735
O 2.211956 1.315983 1.157144 -0.244 -1.208 1.228 -0.626
O 0.730516 -0.351435 1.457643 1.124 0.115 0.737 -0.830
H 0.350661 0.026759 4.488075 0.059 -0.230 -0.403 0.429
H 1.259976 -1.347994 4.436108 -0.209 0.220 -0.258 0.419
H 0.381500 -0.872785 3.021906 0.267 0.342 -0.363 0.490
H 2.190473 1.171692 3.841938 0.010 -0.060 -0.124 0.238
H 2.983180 -0.361643 3.385611 -0.032 0.112 -0.099 0.232
```
Positions in Å, forces in eV/Å.

Calculated values
energy above the lowest of the compared OMol25 structures with the same formula, charge and spin	0.000	eV
orbital gap (spin up / spin down)	0.1342 / 0.1338	hartree



[3]
This record from the Open Molecules 2025 dataset describes C11H25Cl2N2OP2Pt as an isolated structure at a distorted geometry. The level of theory is ωB97M-V/def2-TZVPD.

Structure (XYZ):
```
44
Properties=species:S:1:pos:R:3:forces:R:3:mulliken_spin:R:1
C -3.779807 -1.863484 -2.945092 0.082 0.065 -0.121 0.001
C -3.465088 -0.661150 -2.113972 2.202 0.293 -1.776 -0.002
H -2.985286 -1.975766 -3.688990 -0.346 0.001 0.011 0.000
H -4.756655 -1.690654 -3.426400 0.313 -0.301 0.116 0.000
H -3.830133 -2.754697 -2.303402 -0.219 0.241 -0.253 0.000
O -2.552585 0.112278 -2.359331 -1.020 -0.805 0.687 0.000
Cl -4.435631 -0.504173 -0.743424 -0.897 0.442 1.396 0.000
Pt 0.464996 0.268064 0.834322 0.192 0.124 1.543 1.234
P -0.355600 2.372099 0.475529 -1.239 2.829 -0.320 0.385
C 0.928492 3.278586 -0.459731 0.167 -0.554 -0.010 0.031
C -1.915308 2.644939 -0.418444 0.008 -0.551 -0.004 0.008
H -2.117428 3.726189 -0.510618 0.275 -0.316 0.113 0.018
H -0.633279 4.288615 1.958359 -0.002 -0.292 -0.132 0.015
H -2.742150 2.175614 0.133897 0.215 0.122 -0.131 0.001
H -1.337024 2.774843 2.630249 0.170 0.202 -0.027 0.005
H 1.102916 2.756145 -1.409430 -0.047 0.307 0.078 0.001
H -1.866398 2.170980 -1.409473 -0.073 0.174 0.245 0.011
C -0.483145 3.207317 2.092580 0.085 -0.567 0.098 0.027
H 0.574113 4.298978 -0.659896 0.034 -0.224 0.070 0.013
H 0.432336 3.005721 2.664549 -0.316 0.238 -0.114 0.004
H 1.862847 3.317003 0.116427 -0.246 0.110 -0.099 0.000
P 0.065330 -1.966859 1.236155 -0.736 -2.001 0.411 0.451
C 1.547903 -2.933031 0.821858 0.163 0.370 -0.255 0.016
C -0.279146 -2.268090 2.987610 -0.058 0.435 0.034 0.015
H -2.210459 -1.955444 0.477725 0.107 -0.128 -0.010 -0.003
H -1.503183 -3.596883 0.353432 0.086 0.142 0.057 0.019
H -1.076850 -2.332020 -0.839601 -0.079 -0.091 0.135 0.000
C -1.312232 -2.525325 0.213676 -0.006 0.096 -0.113 -0.007
H -1.275532 -1.882772 3.228755 0.130 -0.077 0.024 0.006
H -0.236091 -3.340597 3.214411 -0.024 0.132 -0.204 0.014
H 1.493724 -3.927103 1.282931 -0.093 0.169 -0.067 0.016
H 2.437459 -2.416050 1.197173 -0.102 -0.190 0.078 0.002
H 0.463489 -1.726104 3.584654 -0.196 -0.269 -0.062 0.002
H 1.630304 -3.045616 -0.265009 -0.028 -0.084 0.146 0.003
Cl 1.606835 0.571140 2.887961 0.067 0.033 -0.371 0.459
N 3.608848 -0.045250 -1.877723 1.149 0.706 0.698 -0.045
C 4.342564 0.590899 -0.877025 0.637 -1.322 -3.648 0.370
C 3.495076 0.761043 0.181932 -4.178 -0.796 1.036 0.322
N 2.247410 0.262493 -0.198535 2.034 0.649 0.531 0.310
C 2.345927 -0.226647 -1.437095 1.079 0.474 0.238 0.287
H 3.943394 -0.314582 -2.799544 0.225 0.046 -0.037 0.003
H 5.369158 0.889551 -0.997617 0.317 -0.027 -0.106 0.000
H 3.640678 1.165287 1.166567 0.172 0.207 0.231 0.013
H 1.545212 -0.685486 -2.000403 -0.003 -0.012 -0.114 -0.001
```
Positions in Å, forces in eV/Å.

Calculated values
multiplicity	5
energy above the lowest of the compared OMol25 structures with the same formula, charge and spin	0.000	eV
⟨S²⟩	6.016
orbital gap (spin up / spin down)	0.2798 / 0.1053	hartree
total charge	+3



[4]
This record from the Open Molecules 2025 dataset describes C11H25ClIN2OP2Tc as an isolated structure at a distorted geometry. The level of theory is ωB97M-V/def2-TZVPD.

Structure (XYZ):
```
44
Properties=species:S:1:pos:R:3:forces:R:3:mulliken_spin:R:1
C 0.011792 0.831349 -5.939291 -0.013 -1.266 -0.021 0.006
C 0.016790 1.591606 -4.712964 0.057 6.544 1.049 0.001
H 0.015542 1.519477 -6.807734 0.000 0.013 0.568 0.000
H -0.886909 0.195579 -5.943125 0.204 0.070 -0.124 0.001
H 0.903170 0.185360 -5.943610 -0.202 0.072 -0.123 0.001
O 0.025694 2.649844 -4.209879 -0.044 -5.069 -1.610 0.014
I 0.000475 -0.336767 -2.659751 -0.002 -0.123 -0.681 0.189
Tc 0.000511 -0.629060 -0.111436 0.019 -5.065 0.219 2.744
P 2.137557 0.071563 0.101085 3.877 2.477 0.834 -0.164
C 2.455041 1.442001 1.264754 -0.519 -0.043 0.055 0.060
C 3.160420 -1.309715 0.718894 -0.729 -0.658 0.144 0.007
H 4.191178 -1.165941 0.371386 -0.313 0.065 0.066 -0.004
H 4.189292 0.445586 -1.115391 -0.398 0.138 0.038 -0.001
H 2.760140 -2.250418 0.324102 0.340 0.043 0.170 -0.001
H 2.826715 0.071180 -2.219783 0.337 0.149 0.183 0.007
H 1.953984 1.261344 2.222850 0.408 0.127 -0.250 0.002
H 3.130820 -1.327645 1.812905 -0.044 -0.076 -0.167 0.001
C 3.124535 0.628577 -1.324379 -0.414 -0.013 -0.635 0.010
H 3.538128 1.537013 1.422963 -0.251 -0.039 -0.091 -0.001
H 2.953251 1.698294 -1.486727 0.040 -0.188 -0.050 -0.004
H 2.057820 2.360183 0.813708 0.174 -0.091 0.196 -0.004
P -2.130146 0.089100 0.106589 -3.944 2.608 0.815 -0.158
C -2.452207 1.473612 1.254300 0.522 -0.031 0.071 0.060
C -3.117816 0.634446 -1.325096 0.429 -0.035 -0.622 0.010
H -2.741936 -2.229741 0.382966 -0.349 0.032 0.173 -0.001
H -4.182152 -1.156841 0.365969 0.336 0.062 0.074 -0.004
H -3.154337 -1.266762 1.835994 0.058 -0.079 -0.177 0.000
C -3.157925 -1.281404 0.741177 0.704 -0.668 0.148 0.005
H -2.822972 0.062503 -2.212424 -0.346 0.161 0.177 0.007
H -4.183407 0.460825 -1.111896 0.405 0.135 0.035 0.000
H -3.537513 1.604650 1.368406 0.270 -0.063 -0.083 0.000
H -2.008026 2.379190 0.819340 -0.198 -0.109 0.199 -0.005
H -2.939795 1.700972 -1.501608 -0.040 -0.192 -0.046 -0.003
H -1.996792 1.277661 2.232509 -0.410 0.150 -0.285 0.002
Cl -0.003394 -2.921306 -0.438118 0.028 0.612 0.114 0.212
N -0.039983 -0.531842 4.178627 0.024 -0.155 -0.792 0.011
C -0.010972 -1.911919 4.079833 0.000 0.234 -0.897 0.002
C 0.019550 -2.209263 2.742937 -0.053 0.785 0.527 0.031
N 0.005263 -0.997932 2.044677 0.031 0.399 -0.861 -0.080
C -0.025476 -0.013373 2.937105 -0.039 -0.088 1.051 0.074
H -0.073828 0.015696 5.029217 0.022 -0.115 0.069 0.000
H -0.018370 -2.557118 4.930855 0.007 -0.151 0.314 0.000
H 0.045626 -3.147795 2.219821 -0.003 -0.063 0.151 -0.002
H -0.039322 1.057247 2.740224 0.018 -0.496 0.075 -0.022
```
Positions in Å, forces in eV/Å.

Calculated values
multiplicity	4
⟨S²⟩	3.793
orbital gap (spin up / spin down)	0.2225 / 0.2348	hartree
total charge	+3